9
Properties=species:S:1:pos:R:3:mulliken_charge:R:1 method="wB97M-V/def2-TZVPD" de_lowest_kcal_mol=85.17 mol_weight_g_mol=75.14 gap_ev="8.3804 / 7.5248" total_energy_ha=-532.00684
C -0.431 0.393 0.031 0.078
C -0.534 -1.049 0.123 -1.017
N 0.878 0.894 0.096 -0.207
S 2.115 -0.145 -0.090 -0.225
H -0.974 0.886 -0.793 0.252
H -0.940 0.591 0.955 0.172
H -1.401 -1.472 0.448 0.342
H 0.112 -1.745 -0.347 0.316
H 1.175 1.648 -0.422 0.288